# 1
A cluster of 9 separate species, C58H65N8O3PS in total. Source: OMol25; level of theory: the ωB97M-V functional and the def2-TZVPD basis.

Summary:
Gap between HOMO and LUMO ... 7.0 eV
Charge ... 0
E_LUMO ... -1.26 eV
Structure (SMILES) ... Cc1ccccc1Cc1cccc2c1C(=O)c1ccc(P(C)O)c(CCCS)c1C2=O.c1cc[nH]c1.c1cc[nH]c1.c1cc[nH]c1.c1cc[nH]c1.c1cc[nH]c1.c1cc[nH]c1.c1cc[nH]c1.c1cc[nH]c1
HOMO ... -8.2 eV
Calculated total energy ... -99386.9230 eV

Cartesian coordinates (Å):
C  5.492  -0.149  2.587
C  5.580  -0.167  1.077
C  6.837  -0.047  0.488
C  6.998  -0.046  -0.884
C  5.885  -0.153  -1.710
C  4.633  -0.261  -1.139
C  4.464  -0.271  0.244
C  3.044  -0.391  0.770
C  2.502  -1.796  0.623
C  3.202  -2.843  1.223
C  2.741  -4.148  1.164
C  1.557  -4.453  0.507
C  0.840  -3.429  -0.089
C  1.316  -2.111  -0.057
C  0.491  -1.106  -0.782
O  0.941  -0.097  -1.291
C  -0.977  -1.379  -0.822
C  -1.826  -0.285  -0.866
C  -3.190  -0.505  -0.883
C  -3.722  -1.798  -0.884
P  -5.543  -1.883  -0.880
C  -5.976  -0.436  -1.908
O  -5.782  -3.097  -2.010
C  -2.868  -2.917  -0.837
C  -3.436  -4.313  -0.776
C  -4.331  -4.556  0.462
C  -3.954  -5.848  1.198
S  -2.784  -5.481  2.540
C  -1.479  -2.686  -0.815
C  -0.447  -3.772  -0.779
O  -0.597  -4.876  -1.256
H  6.371  -0.629  3.016
H  4.598  -0.627  2.975
H  5.529  0.893  2.919
H  7.720  0.036  1.112
H  7.983  0.034  -1.324
H  6.008  -0.137  -2.785
H  3.757  -0.337  -1.773
H  2.436  0.317  0.221
H  3.044  -0.145  1.832
H  4.133  -2.621  1.730
H  3.330  -4.934  1.623
H  1.204  -5.474  0.468
H  -1.422  0.718  -0.887
H  -3.851  0.350  -0.906
H  -5.326  -0.286  -2.772
H  -6.018  0.455  -1.284
H  -6.989  -0.628  -2.272
H  -6.713  -3.081  -2.268
H  -4.008  -4.489  -1.686
H  -2.638  -5.042  -0.770
H  -4.282  -3.706  1.145
H  -5.377  -4.639  0.158
H  -4.843  -6.313  1.619
H  -3.509  -6.553  0.499
H  -1.941  -6.503  2.375
C  3.267  -5.556  6.768
C  2.850  -4.201  6.872
C  2.796  -3.692  5.603
N  3.166  -4.685  4.738
C  3.453  -5.825  5.439
H  3.412  -6.253  7.577
H  2.615  -3.664  7.776
H  2.525  -2.714  5.243
H  3.217  -4.589  3.741
H  3.763  -6.724  4.935
C  5.476  5.073  3.799
C  4.446  4.976  4.776
C  3.522  4.077  4.311
N  3.957  3.632  3.095
C  5.144  4.230  2.773
H  6.357  5.689  3.846
H  4.393  5.497  5.717
H  2.600  3.721  4.739
H  3.475  2.966  2.520
H  5.647  4.008  1.847
C  -7.268  -3.218  -6.835
C  -7.257  -1.816  -6.604
C  -6.611  -1.602  -5.418
N  -6.230  -2.822  -4.918
C  -6.629  -3.812  -5.782
H  -7.698  -3.731  -7.679
H  -7.678  -1.054  -7.239
H  -6.392  -0.691  -4.889
H  -5.743  -2.970  -4.045
H  -6.423  -4.848  -5.572
C  3.496  10.072  6.778
C  2.240  9.407  6.796
C  2.384  8.243  6.089
N  3.674  8.179  5.645
C  4.360  9.288  6.061
H  3.737  11.015  7.239
H  1.336  9.746  7.273
H  1.681  7.459  5.864
H  4.056  7.429  5.096
H  5.399  9.428  5.814
C  9.325  8.475  2.238
C  8.311  9.432  1.961
C  7.297  9.224  2.858
N  7.662  8.179  3.663
C  8.896  7.717  3.293
H  10.263  8.358  1.720
H  8.324  10.186  1.193
H  6.355  9.727  2.991
H  7.107  7.809  4.411
H  9.359  6.894  3.810
C  -11.622  -1.936  -8.479
C  -11.639  -0.523  -8.316
C  -10.492  -0.034  -8.882
N  -9.784  -1.095  -9.377
C  -10.466  -2.257  -9.137
H  -12.373  -2.634  -8.150
H  -12.405  0.065  -7.841
H  -10.123  0.973  -8.975
H  -8.898  -1.031  -9.844
H  -10.072  -3.207  -9.454
C  0.229  3.533  2.432
C  -1.101  3.141  2.749
C  -1.300  1.898  2.210
N  -0.144  1.524  1.583
C  0.791  2.513  1.712
H  0.712  4.459  2.697
H  -1.826  3.708  3.307
H  -2.160  1.250  2.219
H  -0.003  0.659  1.095
H  1.770  2.406  1.276
C  -1.469  -5.002  -6.052
C  -1.006  -3.666  -5.910
C  -2.094  -2.888  -5.614
N  -3.194  -3.700  -5.572
C  -2.822  -4.988  -5.837
H  -0.878  -5.871  -6.285
H  0.008  -3.318  -6.014
H  -2.178  -1.830  -5.430
H  -4.132  -3.395  -5.371
H  -3.547  -5.784  -5.850

Mulliken atomic charge list, values in e, 8 entries: number 1, C, carries -1.86; number 2, C, carries 1.06; number 3, C, carries -0.71; number 4, C, carries -0.59; number 5, C, carries -0.78; number 6, C, carries -0.29; number 7, C, carries 0.14; number 8, C, carries -0.29

# 2
The molecule C17H18N4O5S in a non-equilibrium geometry. Source: OMol25; level of theory: the ωB97M-V functional and the def2-TZVPD basis.

Summary:
Gap between HOMO and LUMO ... 7.0 eV
Charge ... 0
E_LUMO ... -1.00 eV
Structure (SMILES) ... C[C@H](C(=O)NO)N1CCNc2cc(Oc3ccc([N+](=O)[O-])cc3)ccc2S1
Energy relative to the best compared isomer or geometry (same formula, charge and spin) ... 177.80 kcal/mol
HOMO ... -8.0 eV
Calculated total energy ... -44948.4426 eV

Cartesian coordinates (Å):
C  1.377  1.759  -5.430
C  0.420  1.283  -4.351
C  -0.623  2.378  -3.948
O  -1.282  2.994  -4.791
N  -1.031  2.608  -2.633
O  -2.106  3.509  -2.327
N  1.093  0.654  -3.192
C  1.440  -0.761  -3.330
C  1.737  -1.476  -2.038
N  0.745  -1.211  -0.956
C  0.837  -0.105  -0.102
C  0.388  -0.286  1.225
C  0.365  0.781  2.140
O  0.040  0.699  3.476
C  -0.613  -0.437  3.938
C  0.089  -1.438  4.674
C  -0.575  -2.535  5.235
C  -1.939  -2.778  5.066
N  -2.550  -3.926  5.642
O  -1.822  -4.763  6.170
O  -3.781  -4.067  5.509
C  -2.667  -1.821  4.319
C  -1.983  -0.675  3.744
C  0.825  2.053  1.679
C  1.348  2.202  0.379
C  1.384  1.128  -0.531
S  2.077  1.537  -2.108
H  2.016  0.925  -5.709
H  2.024  2.578  -5.022
H  0.808  2.130  -6.277
H  -0.179  0.497  -4.842
H  -0.619  2.013  -1.904
H  -2.320  4.075  -3.091
H  0.576  -1.280  -3.775
H  2.232  -0.883  -4.031
H  2.759  -1.202  -1.709
H  1.737  -2.588  -2.194
H  0.081  -1.923  -0.728
H  0.094  -1.273  1.586
H  1.172  -1.336  4.809
H  0.061  -3.147  5.833
H  -3.720  -1.962  4.109
H  -2.501  0.004  3.115
H  0.919  2.889  2.337
H  1.667  3.178  0.036

Mulliken atomic charge list, values in e, 8 entries: number 1, C, carries -1.33; number 2, C, carries 0.55; number 3, C, carries 0.19; number 4, O, carries -0.72; number 5, N, carries 0.01; number 6, O, carries -0.43; number 7, N, carries 0.24; number 8, C, carries -0.54

# 3
The molecule C5H9NOSe in a non-equilibrium geometry. Source: OMol25; level of theory: the ωB97M-V functional and the def2-TZVPD basis.

Summary:
Gap between HOMO and LUMO ... 8.7 eV
Charge ... 0
E_LUMO ... -0.08 eV
Energy relative to the best compared isomer or geometry (same formula, charge and spin) ... 60.54 kcal/mol
HOMO ... -8.8 eV
Calculated total energy ... -74211.2435 eV

Cartesian coordinates (Å):
C  -1.516  -0.626  0.116
C  0.585  -0.919  2.288
C  -0.664  0.851  -2.384
C  0.214  0.382  1.780
C  -0.476  0.328  0.403
N  -2.322  -1.403  -0.141
O  1.814  -0.328  -1.941
Se  0.595  0.791  -0.976
H  1.569  -1.280  2.005
H  -0.225  -1.556  1.982
H  0.698  -1.010  3.424
H  -1.375  0.048  -2.526
H  -1.246  1.775  -2.203
H  -0.239  0.947  -3.366
H  -0.462  0.715  2.461
H  0.981  1.139  1.797
H  2.071  0.147  -2.716

Mulliken atomic charge list, values in e, 8 entries: number 1, C, carries 0.02; number 2, C, carries -1.02; number 3, C, carries -1.06; number 4, C, carries -0.61; number 5, C, carries 0.27; number 6, N, carries -0.48; number 7, O, carries -0.65; number 8, Se, carries 0.58